# 1
DFT (ωB97M-V/def2-TZVPD) results for a cluster of 15 separate species, C29H72Cl16O21S7 in total at a distorted geometry.

```
145
C29H72Cl16O21S7 | the OMol25 dataset | ωB97M-V/def2-TZVPD
O 7.379 -1.765 -0.645
S 8.009 -0.477 -0.621
O 7.876 0.464 -1.687
O 7.716 0.237 0.744
C 6.363 0.291 1.253
C 6.337 0.666 2.701
C 9.763 -0.738 -0.487
H 5.849 -0.590 0.806
H 5.905 1.128 0.716
H 6.631 -0.232 3.264
H 5.300 0.987 2.996
H 7.008 1.510 2.864
H 9.904 -1.440 0.337
H 10.202 0.326 -0.341
H 10.240 -1.101 -1.402
O -3.441 -0.096 3.425
S -4.184 0.086 2.199
O -3.434 0.247 1.021
O -5.187 -1.072 2.014
C -5.935 -1.693 3.113
C -6.444 -3.088 2.646
C -5.294 1.448 2.374
H -6.692 -0.937 3.308
H -5.312 -1.782 4.012
H -6.982 -3.419 3.510
H -5.532 -3.668 2.498
H -7.102 -3.011 1.794
H -5.920 1.275 3.268
H -5.974 1.538 1.527
H -4.649 2.246 2.483
O -0.665 -4.830 4.708
S -0.131 -3.618 4.191
O 0.692 -2.841 5.104
O 0.821 -3.833 3.002
C 0.758 -5.018 2.177
C 1.386 -4.670 0.832
C -1.441 -2.673 3.488
H -0.235 -5.331 1.952
H 1.211 -5.903 2.638
H 1.303 -5.551 0.181
H 2.501 -4.511 0.973
H 0.954 -3.760 0.421
H -2.129 -2.474 4.302
H -1.998 -3.127 2.682
H -1.051 -1.752 3.104
O -5.584 1.509 -1.100
S -4.970 2.405 -2.037
O -3.927 1.875 -2.881
O -6.136 2.903 -2.965
C -5.829 3.619 -4.269
C -6.394 5.007 -4.194
C -4.283 3.835 -1.242
H -6.245 3.034 -5.057
H -4.791 3.626 -4.379
H -5.692 5.632 -3.571
H -7.425 5.112 -3.813
H -6.319 5.521 -5.161
H -3.503 3.512 -0.541
H -5.119 4.271 -0.711
H -3.984 4.416 -2.120
O 2.334 1.562 5.135
S 1.437 1.565 4.030
O 1.172 2.810 3.324
O 1.899 0.497 2.921
C 2.617 -0.739 3.163
C 2.862 -1.328 1.788
C -0.173 1.088 4.674
H 2.013 -1.408 3.717
H 3.518 -0.476 3.679
H 2.075 -1.126 1.107
H 2.897 -2.421 1.773
H 3.686 -0.863 1.278
H -0.207 0.112 5.189
H -0.927 1.116 3.881
H -0.518 1.825 5.373
O 7.586 -4.080 -4.537
S 6.710 -3.007 -4.256
O 5.753 -2.539 -5.210
O 5.984 -3.358 -2.926
C 4.698 -2.655 -2.580
C 4.412 -3.159 -1.190
C 7.748 -1.605 -3.896
H 3.970 -2.983 -3.372
H 4.845 -1.615 -2.597
H 3.658 -3.959 -1.262
H 4.027 -2.312 -0.608
H 5.367 -3.447 -0.724
H 7.226 -0.816 -3.391
H 8.064 -1.287 -4.880
H 8.536 -1.868 -3.278
O -2.020 -5.328 -0.120
S -3.380 -4.934 0.060
O -3.834 -4.648 1.384
O -3.571 -3.749 -0.879
C -2.863 -2.551 -0.574
C -3.053 -1.512 -1.662
C -4.445 -6.163 -0.655
H -1.816 -2.798 -0.283
H -3.355 -2.128 0.276
H -2.411 -1.708 -2.469
H -2.782 -0.515 -1.188
H -4.044 -1.484 -2.046
H -4.449 -6.961 0.079
H -4.000 -6.536 -1.540
H -5.485 -5.765 -0.733
C 1.107 -1.097 -5.088
Cl 0.757 0.161 -6.255
Cl 0.541 -0.817 -3.390
H 0.600 -1.958 -5.594
H 2.156 -1.283 -5.050
C -1.321 6.866 4.209
Cl -2.596 7.265 3.060
Cl -0.541 5.340 3.929
H -0.532 7.631 4.034
H -1.742 6.939 5.192
C -0.866 3.717 -4.598
Cl -2.405 4.569 -5.006
Cl -0.576 3.576 -2.864
H -0.914 2.717 -5.007
H -0.141 4.401 -5.016
C 2.691 4.104 0.901
Cl 1.971 4.080 -0.755
Cl 2.714 5.765 1.542
H 2.183 3.521 1.575
H 3.687 3.832 0.781
C 3.231 1.101 -2.935
Cl 4.907 1.590 -3.243
Cl 3.108 0.428 -1.321
H 2.460 1.831 -3.069
H 3.080 0.273 -3.567
C -6.822 -1.096 -0.957
Cl -7.374 -2.644 -1.363
Cl -7.973 -0.422 0.252
H -5.779 -1.023 -0.623
H -6.917 -0.457 -1.845
C -0.550 1.556 -0.384
Cl -0.943 2.487 1.082
Cl -0.072 -0.088 -0.007
H -1.368 1.463 -1.100
H 0.310 2.016 -0.917
C -0.363 6.507 0.467
Cl 0.223 8.162 0.689
Cl -1.726 6.433 -0.659
H 0.461 5.966 0.075
H -0.599 6.120 1.445
```

## Properties
**HOMO level**: -10.6 eV
**Largest force on an atom**: 0.0543 hartree/bohr
**Lowest unoccupied orbital energy**: 0.20 eV
**Orbital gap**: 0.3952 Ha

# 2
DFT (ωB97M-V/def2-TZVPD) results for a structure of composition C29H72N4O10Zn at a distorted geometry.

```
116
C29H72N4O10Zn | the OMol25 dataset | ωB97M-V/def2-TZVPD
Zn -1.405 -2.357 0.566
C -4.028 0.124 0.996
C -3.633 -0.418 -0.369
O -3.191 -1.806 -0.334
H -4.549 1.082 1.014
H -3.148 0.400 1.578
H -4.644 -0.600 1.528
H -2.843 0.109 -0.905
H -4.565 -0.307 -0.922
C 2.357 -0.019 0.096
C 1.009 -0.107 0.750
C 0.326 1.275 0.597
O 0.258 -1.142 0.203
H 3.120 0.704 0.384
H 2.303 0.116 -0.984
H 2.921 -0.947 0.192
H 1.001 -0.251 1.830
H 0.883 2.017 1.169
H -0.670 1.389 1.027
H 0.338 1.601 -0.443
C 2.271 -5.277 2.811
O 0.990 -4.732 3.167
C 1.063 -3.340 2.839
C -0.304 -2.622 3.128
N -1.502 -3.173 2.400
C -2.843 -3.145 3.179
C -4.058 -3.471 2.272
O -4.604 -4.755 2.537
C -3.905 -5.772 1.867
H 2.178 -5.571 1.765
H 2.328 -6.215 3.363
H 3.151 -4.647 2.933
H 1.352 -3.133 1.808
H 1.791 -2.915 3.530
H -0.172 -1.548 2.999
H -0.444 -2.829 4.189
H -1.296 -4.145 2.581
H -2.927 -2.108 3.503
H -2.972 -3.760 4.070
H -3.861 -3.521 1.201
H -4.865 -2.792 2.547
H -4.374 -6.754 1.933
H -2.964 -6.016 2.360
H -3.726 -5.636 0.800
C 0.457 3.803 -1.971
O -0.241 4.652 -1.123
C -1.285 3.994 -0.363
C -2.411 5.035 -0.531
N -3.704 4.859 -0.043
C -4.560 3.828 -0.653
C -5.055 4.376 -2.023
O -4.124 4.221 -3.122
C -4.570 4.858 -4.323
H -0.148 3.039 -2.459
H 1.201 3.230 -1.418
H 0.994 4.311 -2.773
H -1.073 3.807 0.689
H -1.538 3.001 -0.735
H -2.472 5.345 -1.574
H -2.068 5.980 -0.111
H -4.129 5.532 0.579
H -5.406 3.769 0.031
H -4.003 2.892 -0.703
H -5.401 5.399 -1.875
H -5.905 3.805 -2.394
H -4.440 5.933 -4.202
H -5.562 4.463 -4.542
H -3.903 4.731 -5.176
C -0.485 -5.558 -5.142
O -0.411 -4.459 -4.244
C 0.982 -3.838 -4.231
C 1.091 -3.020 -3.001
N 0.141 -1.847 -2.864
C 0.192 -0.783 -3.938
C -1.017 0.062 -3.766
O -2.238 -0.477 -4.283
C -3.228 0.469 -4.403
H -0.311 -5.137 -6.132
H -1.503 -5.943 -5.202
H 0.237 -6.356 -4.969
H 1.160 -3.266 -5.141
H 1.755 -4.605 -4.279
H 2.133 -2.701 -3.034
H 0.987 -3.569 -2.065
H 0.312 -1.338 -2.009
H 0.351 -1.191 -4.936
H 1.104 -0.340 -3.538
H -0.768 0.969 -4.317
H -1.260 0.287 -2.728
H -2.793 1.243 -5.035
H -3.446 1.042 -3.502
H -4.187 0.263 -4.879
C 6.606 -2.166 3.730
O 6.199 -0.933 3.207
C 7.278 0.040 3.339
C 6.986 1.414 2.641
N 5.638 2.011 3.044
C 5.386 3.406 2.732
C 3.832 3.742 2.966
O 2.951 3.267 1.889
C 2.410 4.364 1.207
H 7.457 -2.597 3.203
H 5.942 -3.029 3.678
H 6.860 -2.177 4.789
H 8.274 -0.239 2.997
H 7.303 0.256 4.407
H 6.977 1.276 1.560
H 7.700 2.198 2.891
H 4.789 1.493 2.870
H 5.839 3.650 1.771
H 5.916 4.105 3.379
H 3.684 4.728 3.407
H 3.589 3.176 3.865
H 3.140 5.138 0.968
H 1.807 5.010 1.846
H 1.838 4.113 0.313
```

## Properties
**HOMO level**: -7.7 eV
**Largest force on an atom**: 0.0693 hartree/bohr
**Lowest unoccupied orbital energy**: 0.14 eV
**Orbital gap**: 0.2881 Ha
**Relative energy (zero: lowest compared OMol25 entry of this formula, charge and spin)**: 51.0 kcal/mol